1.
The following is a quantum chemistry calculation of a gas-phase ion, C4H9FN3S (charge +1) in a non-equilibrium geometry, from the Open Molecules 2025 dataset.

```
18
Properties=species:S:1:pos:R:3:lowdin_charge:R:1
C 0.379 1.018 -0.016 -0.651
C 1.648 -1.520 -0.692 -0.251
C 2.316 -0.933 0.511 -0.191
C -2.786 -0.257 -0.730 -0.215
N -1.375 -0.448 -0.657 0.028
N -0.843 0.519 0.006 -0.029
N 0.769 1.949 0.899 0.047
F -3.181 0.977 -0.162 -0.073
S 1.716 0.285 -0.780 1.244
H 2.233 -1.914 -1.429 0.062
H 0.639 -1.975 -0.618 0.109
H 1.745 -0.753 1.368 0.070
H 3.363 -0.890 0.786 0.108
H -3.462 -1.042 -0.159 0.153
H -3.199 -0.342 -1.801 0.142
H -1.446 1.053 0.716 0.210
H 1.412 1.608 1.636 0.114
H 0.073 2.664 1.122 0.123
```

LUMO energy (spin up / spin down) (hartree): -0.15816 / -0.15818
Charge: +1
Largest force on an atom (eV/A): 3.9
HOMO (spin up / spin down) (eV): -11.938 / -11.940
Electronic energy (eV): -22305.830

2.
The following is a quantum chemistry calculation of 2 unconnected molecules or ions with the total composition C4H9FNO2 in a non-equilibrium geometry, from the Open Molecules 2025 dataset.

```
17
Properties=species:S:1:pos:R:3:lowdin_charge:R:1
C 7.051 1.232 1.085 -0.318
H 8.018 1.163 -0.768 0.107
F 3.885 0.061 0.599 -0.833
C 6.983 1.322 -0.424 -0.225
H 6.468 0.411 -0.784 0.113
C 7.126 -0.169 1.661 -0.047
H 6.896 -0.184 2.735 0.087
H 6.495 -0.846 1.038 0.084
H 8.154 -0.536 1.517 0.073
N 6.264 2.218 1.899 -0.376
O 5.104 2.426 1.572 0.076
O 6.702 2.608 2.985 -0.003
C 6.465 2.631 -1.001 -0.110
H 5.369 2.630 -1.089 0.080
H 6.785 3.494 -0.394 0.073
H 6.862 2.784 -2.015 0.062
H 7.975 1.852 1.437 0.158
```

LUMO energy (hartree): 0.13547
Charge: -1
Largest force on an atom (eV/A): 4.9
HOMO (eV): -3.394
Electronic energy (eV): -12593.585

3.
The following is a quantum chemistry calculation of C4H9FO2 in the gas phase in a non-equilibrium geometry, from the Open Molecules 2025 dataset.

```
16
Properties=species:S:1:pos:R:3:lowdin_charge:R:1
C -2.173 0.250 0.036 -0.087
O -0.924 0.714 0.473 -0.062
C 0.182 -0.104 0.454 -0.610
C 1.260 0.635 1.149 -0.006
C 0.774 -0.780 -0.795 0.010
O -0.076 -1.383 1.089 -0.048
F -0.466 -1.247 2.386 -0.030
H -2.575 -0.556 0.549 0.061
H -2.298 -0.120 -1.028 0.106
H -2.963 0.998 -0.081 0.093
H 2.000 -0.050 1.534 0.103
H 0.791 0.956 2.044 0.079
H 1.599 1.475 0.540 0.112
H 1.846 -0.614 -0.697 0.079
H 0.421 -0.367 -1.755 0.096
H 0.656 -1.883 -0.883 0.104
```

LUMO energy (hartree): 0.03509
Charge: 0
SMILES string: COC(C)(C)OF
Largest force on an atom (eV/A): 3.4
HOMO (eV): -10.589
Electronic energy (eV): -11101.835

4.
The following is a quantum chemistry calculation of C4H9FO2 in the gas phase in a non-equilibrium geometry, from the Open Molecules 2025 dataset.

```
16
Properties=species:S:1:pos:R:3:lowdin_charge:R:1
C -1.527 1.131 -0.431 -0.018
C -0.687 0.147 0.376 -0.366
O -1.267 -1.159 0.280 -0.024
C 0.725 0.042 -0.062 -0.530
C 1.362 -1.248 0.381 0.004
O 1.461 1.138 0.481 0.053
F 0.636 0.103 -1.485 0.006
H -1.273 1.137 -1.461 0.072
H -2.543 0.814 -0.143 0.101
H -1.443 2.092 -0.010 0.067
H -0.805 0.511 1.434 0.175
H -1.471 -1.242 -0.642 0.085
H 0.974 -1.627 1.333 0.102
H 2.429 -1.102 0.477 0.081
H 1.352 -2.097 -0.327 0.099
H 2.077 1.360 -0.201 0.094
```

LUMO energy (hartree): 0.03204
Charge: 0
SMILES string: C[C@@H](O)[C@](C)(O)F
Largest force on an atom (eV/A): 2.1
HOMO (eV): -10.550
Electronic energy (eV): -11106.009

5.
The following is a quantum chemistry calculation of 2 unconnected molecules or ions with the total composition C4H9I in a non-equilibrium geometry, from the Open Molecules 2025 dataset.

```
14
Properties=species:S:1:pos:R:3:lowdin_charge:R:1
C 0.280 -0.936 0.402 0.025
C -0.197 -0.073 -0.446 -0.427
C 0.516 1.136 -0.754 -0.096
C -1.668 -0.108 -0.955 -0.067
H 1.255 -0.942 0.712 0.037
H -0.249 -1.730 0.800 0.041
H 1.318 1.094 -1.552 0.106
H 0.931 1.518 0.103 0.049
H -0.145 1.850 -1.319 0.095
H -1.711 -0.065 -2.064 0.073
H -2.115 -1.216 -0.870 0.113
H -2.322 0.586 -0.506 0.047
I 1.209 -0.252 4.729 0.475
H 0.324 -1.397 4.450 -0.473
```

LUMO energy (hartree): 0.03137
Charge: 0
SMILES string: C=C(C)C.I
Largest force on an atom (eV/A): 5.0
HOMO (eV): -9.319
Electronic energy (eV): -12392.733

6.
The following is a quantum chemistry calculation of a molecular structure, C4H9I2N2 in a non-equilibrium geometry, from the Open Molecules 2025 dataset.

```
17
Properties=species:S:1:pos:R:3:lowdin_charge:R:1
C 1.423 -0.208 -0.790 -0.126
C -0.870 0.174 -1.190 -0.426
C 1.214 0.601 0.590 -0.111
C -2.015 -0.100 -0.566 -1.242
N 0.133 -0.753 -1.348 -0.024
N 0.180 -0.005 1.542 0.118
I -2.777 -1.992 -0.064 0.882
I -3.383 1.577 -0.193 0.756
H 1.923 0.373 -1.530 0.112
H 2.143 -1.001 -0.671 0.113
H -0.778 1.083 -1.755 0.122
H 0.732 -0.935 1.836 0.225
H 1.988 0.787 1.287 0.106
H 0.820 1.604 0.257 0.138
H 0.088 -1.636 -0.804 0.090
H -0.072 0.480 2.453 0.190
H -0.750 -0.050 0.946 0.078
```

LUMO energy (hartree): -0.13417
Charge: +1
Largest force on an atom (eV/A): 3.4
HOMO (eV): -12.350
Electronic energy (eV): -23466.581

7.
The following is a quantum chemistry calculation of 2 unconnected molecules or ions with the total composition C4H9I2N2 in a non-equilibrium geometry, from the Open Molecules 2025 dataset.

```
17
Properties=species:S:1:pos:R:3:lowdin_charge:R:1
C -0.357 1.407 0.207 -0.658
C 1.801 0.059 -2.194 -0.629
C -2.016 -0.312 0.810 -0.228
C -1.449 -1.045 1.979 -0.122
N -1.528 0.748 0.239 -0.171
N 2.969 -0.119 -1.550 0.078
I 1.333 0.915 1.426 0.803
I 0.308 -1.329 -2.093 1.056
H -0.146 1.906 -0.684 -0.016
H 1.629 0.929 -2.826 0.078
H -2.978 -0.802 0.490 0.138
H -2.226 -1.676 2.238 0.043
H -1.071 -0.185 2.694 0.087
H -0.486 -1.601 1.829 0.060
H -2.416 1.330 -0.070 0.229
H 3.187 -0.969 -0.969 0.148
H 3.446 0.745 -1.526 0.103
```

LUMO energy (hartree): -0.19385
Charge: +1
Largest force on an atom (eV/A): 4.6
HOMO (eV): -10.218
Electronic energy (eV): -23464.274

8.
The following is a quantum chemistry calculation of a molecular structure, C4H9IN in a non-equilibrium geometry, from the Open Molecules 2025 dataset.

```
15
Properties=species:S:1:pos:R:3:lowdin_charge:R:1
C 0.244 -0.669 -0.720 -0.243
C 0.305 -1.560 -1.914 -0.419
C 0.236 1.712 1.214 -0.082
C -0.353 0.377 1.521 -0.173
N -0.346 -0.741 0.486 0.075
I -1.129 -0.230 -3.119 0.851
H 1.136 -1.614 -2.631 0.058
H 0.598 0.337 -1.139 0.099
H -0.125 -2.659 -1.819 0.115
H 0.530 2.259 2.086 0.085
H 1.172 1.473 0.703 0.075
H -0.247 2.463 0.532 0.111
H -1.436 0.414 1.684 0.137
H 0.301 -0.017 2.266 0.123
H -0.888 -1.546 0.850 0.186
```

LUMO energy (hartree): -0.19702
Charge: +1
Largest force on an atom (eV/A): 3.6
HOMO (eV): -13.994
Electronic energy (eV): -13876.256